(1)
Formula: BrO4S
Source: OMol25
Level of theory: wB97M-V/def2-TZVPD

Results
LUMO level   0.0822 Ha
Energy   -3273.12266 Ha
HOMO energy   -4.2020 eV

```
! RIJCOSX wB97M-V def2-TZVPD def2/J DEFGRID3
* xyz -1 1
O -1.253 -0.406 1.311
O -1.457 1.555 -0.169
O -1.241 -0.703 -1.127
O 3.174 -0.891 -0.002
S -1.071 0.180 0.003
Br 1.847 0.266 -0.015
*
```

(2)
Formula: C5H12N
Source: OMol25
Level of theory: wB97M-V/def2-TZVPD

Results
SMILES string   C/C=C/CC[NH3+]
LUMO level   -0.1301 Ha
Energy   -252.18833 Ha
HOMO energy   -13.5837 eV

```
! RIJCOSX wB97M-V def2-TZVPD def2/J DEFGRID3
* xyz 1 1
C 2.788 0.591 0.252
C 1.288 0.626 0.296
C 0.529 -0.461 0.432
C -0.924 -0.452 0.949
C -1.861 0.195 -0.066
N -1.652 -0.492 -1.414
H 3.241 0.290 -0.694
H 3.170 1.584 0.480
H 3.150 -0.075 1.029
H 0.815 1.601 0.404
H 1.012 -1.423 0.571
H -1.041 0.130 1.858
H -1.170 -1.506 1.028
H -2.910 0.050 0.160
H -1.742 1.266 -0.198
H -2.022 -1.436 -1.327
H -2.039 0.000 -2.218
H -0.632 -0.488 -1.542
*
```

(3)
Formula: C4H10N
Source: OMol25
Level of theory: wB97M-V/def2-TZVPD

Results
Expectation value of S²   0.76
LUMO level (alpha / beta)   -0.3960 / -0.5097 Ha
Energy   -212.33471 Ha
HOMO energy (alpha / beta)   -20.9391 / -21.0720 eV

```
! RIJCOSX wB97M-V def2-TZVPD def2/J DEFGRID3
* xyz 2 2
C 0.304 1.355 2.029
C 0.105 1.163 0.518
C 0.314 -0.176 -0.037
C -0.310 -0.527 -1.244
N -0.490 -1.900 -1.740
H -0.585 0.957 2.520
H 1.136 0.734 2.357
H 0.559 2.373 2.302
H -0.883 1.538 0.216
H 0.912 1.751 -0.016
H 0.883 -0.898 0.556
H -0.234 0.255 -2.003
H 0.340 -2.485 -1.547
H -0.773 -1.852 -2.726
H -1.277 -2.288 -1.187
*
```

(4)
Formula: C26H18CrN5O8
Source: OMol25
Level of theory: wB97M-V/def2-TZVPD

Results
Expectation value of S²   3.77
LUMO level (alpha / beta)   -0.2817 / -0.2920 Ha
Energy   -2921.33120 Ha
HOMO energy (alpha / beta)   -12.6277 / -12.6294 eV

```
! RIJCOSX wB97M-V def2-TZVPD def2/J DEFGRID3
* xyz 2 4
Cr 1.183 1.118 -0.539
O 4.204 -1.062 -2.235
C 3.379 -0.357 -1.531
O 2.196 -0.162 -1.816
C 3.943 0.255 -0.285
C 5.240 0.209 0.198
C 5.511 0.922 1.363
C 4.514 1.664 1.994
C 3.246 1.652 1.437
N 2.998 0.942 0.343
C 1.998 2.396 1.841
O 1.939 3.131 2.906
O 1.007 2.296 1.118
H 3.785 -1.416 -3.043
H 6.009 -0.351 -0.316
H 6.511 0.914 1.775
H 4.752 2.232 2.883
H 2.752 3.157 3.433
O 1.670 2.645 -1.675
C 0.471 2.652 -2.137
O -0.292 1.747 -1.631
C 0.011 3.595 -3.147
C 0.890 4.563 -3.632
C 0.454 5.458 -4.591
C -0.852 5.351 -5.035
C -1.743 4.401 -4.571
C -1.302 3.509 -3.611
N -1.324 6.312 -6.069
O -0.521 7.123 -6.466
O -2.466 6.191 -6.444
H 1.903 4.612 -3.257
H 1.096 6.225 -4.997
H -2.749 4.374 -4.962
H -1.966 2.750 -3.222
N -3.541 -3.359 2.452
C -3.870 -4.570 3.017
C -5.072 -5.081 3.506
C -5.026 -6.360 4.010
C -3.832 -7.115 4.032
C -2.652 -6.609 3.549
C -2.675 -5.307 3.030
N -1.657 -4.561 2.487
C -2.203 -3.418 2.158
C -1.435 -2.350 1.547
C -1.958 -1.098 1.212
C -1.141 -0.153 0.636
N 0.159 -0.380 0.376
C 0.668 -1.587 0.698
C -0.078 -2.579 1.274
H -4.176 -2.598 2.288
H -5.990 -4.509 3.493
H -5.929 -6.806 4.402
H -3.859 -8.116 4.440
H -1.735 -7.181 3.561
H -2.992 -0.841 1.391
H -1.527 0.820 0.360
H 1.716 -1.749 0.478
H 0.356 -3.537 1.521
*
```

(5)
Formula: C22H43Cl3NOPW
Source: OMol25
Level of theory: wB97M-V/def2-TZVPD

Results
Expectation value of S²   2.01
LUMO level (alpha / beta)   0.1536 / 0.1533 Ha
Energy   -2783.13223 Ha
HOMO energy (alpha / beta)   0.6743 / -0.7032 eV

```
! RIJCOSX wB97M-V def2-TZVPD def2/J DEFGRID3
* xyz -2 3
C -0.529 0.709 -3.739
C -1.401 -0.412 -3.949
C -0.724 -1.584 -3.532
C -2.756 -0.337 -4.542
C 0.549 -1.211 -2.960
C 0.719 0.209 -3.192
C 1.905 1.050 -2.992
C -0.770 2.094 -4.221
C -1.210 -2.966 -3.771
C 1.620 -2.146 -2.508
W -0.746 -0.065 -1.550
Cl -5.577 -1.338 -1.817
Cl -2.420 1.545 -1.404
Cl -1.951 -1.982 -0.846
H -3.215 0.633 -4.336
H -3.411 -1.101 -4.110
H -2.732 -0.465 -5.630
H -2.245 -3.083 -3.434
H -0.596 -3.706 -3.254
H -1.193 -3.206 -4.843
H 1.195 -3.029 -2.019
H 2.293 -1.650 -1.798
H 2.235 -2.486 -3.352
H 2.718 0.560 -2.446
H 1.383 2.029 -2.115
H 2.218 1.583 -3.903
H -1.834 2.336 -4.188
H -0.423 2.211 -5.254
H -0.236 2.820 -3.609
O 0.604 2.348 -1.406
H 0.200 3.169 -1.746
C 2.010 2.321 1.172
C 0.898 1.877 2.130
C 1.431 2.029 3.565
C -0.283 2.838 1.901
P 0.304 0.138 1.716
N 0.109 0.012 0.070
C 1.590 -1.147 2.181
C 1.636 -1.414 3.698
C 1.287 -2.460 1.431
C 2.981 -0.683 1.717
C -1.316 -0.213 2.634
C -1.620 -1.719 2.621
C -1.284 0.263 4.101
C -2.500 0.482 1.941
H 2.268 3.363 1.418
H 1.645 2.315 0.130
H 2.936 1.749 1.260
H 1.659 3.096 3.722
H 0.706 1.753 4.338
H 2.367 1.484 3.737
H -0.734 2.675 0.913
H -1.038 2.779 2.691
H 0.103 3.867 1.912
H 0.739 -1.909 4.084
H 2.476 -2.100 3.895
H 1.828 -0.507 4.287
H 1.250 -2.292 0.348
H 2.095 -3.174 1.651
H 0.342 -2.920 1.730
H 2.978 -0.392 0.659
H 3.384 0.131 2.333
H 3.676 -1.530 1.819
H -0.917 -2.318 3.211
H -2.619 -1.872 3.060
H -1.667 -2.091 1.591
H -1.261 1.353 4.195
H -2.221 -0.063 4.582
H -0.464 -0.174 4.688
H -2.580 0.189 0.891
H -3.425 0.170 2.449
H -2.437 1.570 1.996
*
```

(6)
Formula: C5H16N4O
Source: OMol25
Level of theory: wB97M-V/def2-TZVPD

Results
LUMO level   -0.2597 Ha
Energy   -493.68829 Ha
HOMO energy   -15.2253 eV

```
! RIJCOSX wB97M-V def2-TZVPD def2/J DEFGRID3
* xyz 2 1
C -0.643 0.680 -0.882
C -1.334 0.277 0.238
C -1.029 1.682 -3.140
C -0.436 -2.001 0.362
C 2.550 -0.793 1.697
N -2.212 1.095 0.916
N 3.277 -1.164 2.733
N -1.193 1.743 -1.661
N -0.936 -0.785 1.003
O 2.872 -0.578 0.482
H -1.253 0.641 -3.273
H -1.620 2.317 -3.862
H 0.053 1.669 -3.300
H -1.146 -2.387 -0.479
H 0.399 -1.865 -0.219
H -0.243 -2.632 1.083
H -0.148 -0.130 -1.312
H -2.798 1.717 0.399
H -2.830 0.824 1.699
H 4.262 -1.374 2.700
H 2.913 -1.104 3.668
H -2.128 1.838 -1.530
H -0.621 2.651 -1.349
H 1.525 -0.812 1.980
H -1.071 -0.790 1.975
H 3.791 -0.718 0.068
*
```

(7)
Formula: C6H18NO3P2S
Source: OMol25
Level of theory: wB97M-V/def2-TZVPD

Results
LUMO level   -0.1215 Ha
Energy   -1600.58095 Ha
HOMO energy   -13.4715 eV

```
! RIJCOSX wB97M-V def2-TZVPD def2/J DEFGRID3
* xyz 1 1
C 1.208 -2.903 0.471
C 1.366 -1.887 1.567
N 1.971 -2.182 2.629
C 0.801 -0.485 1.305
P -0.927 -0.248 1.734
P -2.310 -1.761 0.934
O -1.932 -3.133 1.618
O -3.639 -1.255 1.654
S -2.257 -1.703 -0.956
H 2.043 -3.601 0.509
H 0.291 -3.476 0.616
H 1.145 -2.432 -0.510
H 2.028 -1.406 3.289
H 1.346 0.239 1.920
H 0.935 -0.182 0.264
H -1.351 0.950 1.150
H -1.075 -0.092 3.115
H -2.428 -3.342 2.428
H -4.379 -1.277 1.020
C -0.019 3.139 -3.038
C 0.401 2.784 -1.624
C 1.747 2.079 -1.593
O -0.607 1.966 -1.001
H -0.115 2.234 -3.645
H -0.983 3.645 -3.036
H 0.714 3.791 -3.512
H 0.448 3.689 -1.017
H 1.699 1.145 -2.161
H 2.035 1.840 -0.567
H 2.529 2.699 -2.028
H -0.685 1.164 -1.534
*
```

(8)
Formula: C12H33F6N4O4P
Source: OMol25
Level of theory: wB97M-V/def2-TZVPD

Results
LUMO level   0.0005 Ha
Energy   -1937.77103 Ha
HOMO energy   -9.4673 eV

```
! RIJCOSX wB97M-V def2-TZVPD def2/J DEFGRID3
* xyz 0 1
O -0.361 0.928 0.344
H -1.300 0.873 0.151
H -0.152 0.497 1.176
H 0.196 0.691 -0.401
P 0.575 3.587 3.777
F 1.621 2.614 4.504
F 1.735 4.022 2.724
F 0.222 2.414 2.679
F -0.532 4.572 3.216
F -0.523 2.953 4.829
F 1.052 4.755 4.810
O 0.703 -0.414 2.288
C 0.633 -0.916 3.378
N 0.787 -0.207 4.519
C 0.579 -2.461 3.572
H 0.756 0.802 4.483
H 0.970 -0.623 5.421
H 0.335 -2.829 2.575
H -0.135 -2.764 4.338
H 1.555 -2.764 3.949
O -1.326 -1.826 -0.536
C -1.374 -2.882 -1.057
N -1.914 -3.157 -2.199
C -0.823 -4.122 -0.461
H -2.360 -2.384 -2.672
H -1.753 -4.020 -2.698
H -0.615 -4.199 0.606
H 0.063 -4.412 -1.025
H -1.609 -4.874 -0.380
O -2.809 0.851 -0.454
C -3.869 0.896 -1.036
N -4.268 2.016 -1.592
C -4.833 -0.301 -0.822
H -3.697 2.804 -1.324
H -5.171 2.252 -1.978
H -5.764 -0.266 -1.387
H -5.226 -0.351 0.194
H -4.330 -1.240 -1.054
C 4.070 -0.525 -1.514
C 2.686 -0.290 -0.732
N 1.576 0.256 -1.585
C 1.131 -0.638 -2.666
C -0.327 -0.240 -3.162
C 1.877 1.508 -2.207
C 2.176 2.597 -1.117
H 4.740 -1.097 -0.871
H 4.528 0.420 -1.804
H 3.931 -1.027 -2.472
H 2.247 -1.229 -0.396
H 2.677 0.345 0.154
H 1.880 -0.635 -3.458
H 1.020 -1.686 -2.388
H -0.917 -0.979 -3.704
H -1.054 0.168 -2.460
H -0.133 0.598 -3.832
H 1.084 1.901 -2.843
H 2.781 1.328 -2.788
H 2.338 3.516 -1.681
H 3.137 2.378 -0.652
H 1.514 2.818 -0.280
*
```